40
Properties=species:S:1:pos:R:3:forces:R:3 method="wB97M-V/def2-TZVPD" largest_force_ev_per_a=0.907 lumo_energy_ha=-0.008 orbital_gap_ev=8.11 total_energy_ev=-103798.8924
Au -0.606 -0.766 -1.470 0.54 0.17 0.59
C -4.046 -1.016 0.386 0.53 0.39 0.23
Si -2.642 0.066 1.107 -0.27 -0.16 -0.20
C -2.933 1.851 0.503 0.21 -0.61 0.21
C -2.899 0.051 3.003 0.21 0.01 -0.63
C -0.949 -0.631 0.596 -0.38 0.82 0.07
Si 0.623 0.234 1.226 0.47 -0.06 -0.39
C 0.791 1.999 0.512 -0.15 -0.57 0.36
C 0.823 0.293 3.128 -0.27 0.00 -0.63
C 2.183 -0.700 0.609 -0.55 0.30 0.26
H -5.017 -0.685 0.741 -0.18 0.13 0.13
H -3.930 -2.053 0.679 0.08 -0.26 0.09
H -4.065 -0.982 -0.698 0.07 0.04 -0.26
H -3.942 2.181 0.729 -0.23 -0.02 0.10
H -2.794 1.937 -0.569 0.07 -0.04 -0.28
H -2.250 2.545 0.978 0.18 0.18 0.13
H -3.915 0.325 3.274 -0.20 0.07 -0.07
H -2.231 0.744 3.502 0.17 0.17 0.11
H -2.707 -0.935 3.415 0.06 -0.25 0.06
H -0.918 -1.660 0.955 -0.01 -0.27 0.12
H 0.063 2.676 0.941 -0.20 0.20 0.10
H 0.641 1.995 -0.563 -0.07 -0.07 -0.24
H 1.777 2.411 0.704 0.24 0.02 0.12
H 0.075 0.923 3.598 -0.18 0.13 0.10
H 1.799 0.672 3.418 0.18 0.09 -0.10
H 0.724 -0.702 3.550 -0.05 -0.23 0.07
H 2.370 -0.527 -0.445 -0.04 0.07 -0.29
H 2.089 -1.770 0.757 -0.05 -0.31 0.04
H 3.067 -0.371 1.147 0.18 0.11 0.18
Br 5.611 -0.525 -3.376 -0.36 -0.04 -0.03
C 3.720 -0.664 -3.320 -0.05 0.00 -0.03
C 3.114 -1.885 -3.053 0.24 0.31 -0.12
C 1.739 -1.917 -2.958 -0.05 -0.18 0.03
N 0.964 -0.839 -3.097 -0.36 -0.03 0.05
C 1.558 0.313 -3.411 -0.09 0.20 -0.04
C 2.927 0.455 -3.537 0.24 -0.20 0.01
H 3.697 -2.777 -2.903 0.06 -0.13 0.03
H 1.224 -2.838 -2.729 0.01 -0.09 0.05
H 0.903 1.162 -3.548 0.02 0.04 0.04
H 3.362 1.411 -3.783 0.00 0.04 0.03

---

70
Properties=species:S:1:pos:R:3:forces:R:3 method="wB97M-V/def2-TZVPD" largest_force_ev_per_a=1.113 spin_multiplicity=2 de_lowest_kj_mol=144.2 lumo_energy_ha="-0.163 / -0.201" charge=+1 orbital_gap_ev="6.73 / 5.68" total_energy_ev=-89585.3131
Ir -0.764 -0.271 0.784 0.14 0.50 -0.87
C 0.310 3.299 3.108 0.01 0.02 0.09
C -0.249 1.946 2.771 -0.08 0.16 0.15
N -0.279 1.564 1.505 0.28 -0.04 0.11
N 0.075 2.572 0.619 0.10 0.06 -0.06
C -0.335 2.416 -0.582 0.03 -0.24 -0.16
S -1.172 0.998 -1.145 -0.39 -0.03 0.39
S -0.152 3.791 -1.651 0.11 0.10 -0.07
C 0.484 3.056 -3.196 0.01 0.06 -0.07
C -0.443 2.159 -3.968 0.04 -0.05 -0.01
C -1.709 2.585 -4.354 -0.05 -0.02 0.04
C -2.548 1.733 -5.056 0.00 0.01 0.00
C -2.130 0.449 -5.380 0.02 -0.02 0.00
C -0.863 0.021 -5.009 -0.02 0.00 0.00
C -0.026 0.876 -4.309 0.02 0.07 -0.03
C -0.794 1.165 3.848 -0.11 -0.19 0.00
C -1.066 1.789 5.090 0.00 -0.01 0.05
C -1.641 1.104 6.126 0.05 0.17 0.02
C -1.955 -0.250 5.975 -0.05 -0.23 -0.07
C -1.688 -0.906 4.799 0.04 0.09 0.14
C -1.114 -0.210 3.725 0.37 0.30 -0.01
O -0.793 -0.894 2.654 -0.47 -0.43 -0.38
H 0.940 3.682 2.317 0.00 -0.03 0.01
H 0.868 3.233 4.038 0.00 0.01 0.01
H -0.509 4.006 3.257 0.01 0.02 -0.05
H 1.431 2.553 -3.000 -0.02 0.01 0.09
H 0.725 3.958 -3.765 -0.02 -0.03 -0.03
H -2.049 3.579 -4.090 0.01 0.01 0.01
H -3.531 2.072 -5.353 0.00 0.01 0.00
H -2.786 -0.211 -5.932 0.00 -0.01 0.00
H -0.526 -0.976 -5.264 0.00 0.00 -0.01
H 0.969 0.547 -4.026 -0.03 0.00 0.00
H -0.850 2.837 5.227 0.00 0.01 -0.04
H -1.855 1.613 7.054 -0.01 -0.01 0.00
H -2.417 -0.788 6.792 0.00 0.00 0.00
H -1.923 -1.952 4.663 0.01 -0.02 -0.02
Cl 0.670 -3.279 1.906 0.22 -0.08 -0.14
C 1.738 -2.526 3.116 -0.03 -0.32 0.22
Cl 2.296 -0.890 2.777 -0.06 0.13 0.20
H 2.611 -3.162 3.189 0.00 0.02 0.06
H 1.183 -2.501 4.046 0.01 0.02 0.00
C 3.382 -0.959 -2.242 0.11 0.12 0.03
C 3.273 -0.702 -0.735 -0.21 -0.24 -0.25
C 3.223 0.797 -0.452 0.08 0.00 0.03
C 4.438 -1.358 -0.007 -0.01 -0.01 -0.04
N 2.033 -1.340 -0.226 0.55 0.04 0.89
N 0.855 -0.748 -0.552 -1.07 0.31 -0.02
H 4.270 -0.471 -2.646 0.00 0.01 -0.03
H 2.511 -0.565 -2.771 0.00 -0.01 -0.01
H 3.458 -2.027 -2.449 -0.01 -0.01 0.00
H 4.213 1.219 -0.620 0.00 0.01 -0.02
H 2.936 1.007 0.580 -0.01 -0.02 0.01
H 2.546 1.335 -1.125 0.00 0.01 0.03
H 5.378 -0.999 -0.425 0.00 0.00 -0.01
H 4.413 -2.442 -0.141 -0.01 -0.01 0.02
H 4.420 -1.135 1.057 -0.01 0.00 0.02
H 1.969 -2.348 -0.277 0.06 0.04 -0.08
H 0.293 -1.369 -1.179 0.25 0.08 -0.22
H 1.015 0.166 -0.966 0.12 -0.17 -0.30
O -3.572 -0.938 1.153 -0.14 0.25 0.26
C -3.193 -1.688 0.293 0.23 -0.41 -0.35
C -3.944 -2.764 -0.462 -0.05 0.05 0.05
C -2.923 -3.298 -1.474 0.06 0.01 0.02
C -1.651 -2.539 -1.168 0.17 -0.08 -0.34
O -0.571 -2.658 -1.738 -0.21 -0.06 -0.04
N -1.871 -1.659 -0.158 -0.01 0.06 0.77
H -4.831 -2.330 -0.920 -0.01 -0.01 0.00
H -4.281 -3.514 0.253 0.00 -0.02 -0.02
H -3.194 -3.095 -2.510 -0.01 0.00 0.00
H -2.727 -4.366 -1.397 -0.03 0.01 0.03

---

9
Properties=species:S:1:pos:R:3:forces:R:3 method="wB97M-V/def2-TZVPD" largest_force_ev_per_a=1.843 de_lowest_kj_mol=13.1 lumo_energy_ha=0.030 orbital_gap_ev=9.90 total_energy_ev=-14016.7092
C -1.297 0.197 0.574 0.47 1.05 0.67
S -0.272 1.275 -0.510 0.68 -1.71 0.03
H -2.340 0.104 0.293 0.11 -0.21 -0.44
H -1.274 0.644 1.571 -0.05 -0.11 -0.04
H -0.767 -0.745 0.655 -0.17 -0.21 -0.26
H -1.032 2.312 -0.578 -1.02 1.15 0.05
O 1.715 -2.433 0.407 -0.14 0.43 -0.22
H 2.218 -3.157 0.038 0.17 -0.37 -0.01
H 1.736 -1.772 -0.298 -0.05 -0.02 0.22

---

39
Properties=species:S:1:pos:R:3:forces:R:3 method="wB97M-V/def2-TZVPD" largest_force_ev_per_a=3.825 lumo_energy_ha=0.009 orbital_gap_ev=8.47 total_energy_ev=-106021.8990
C 3.869 -2.793 0.670 0.34 0.87 -0.10
C 3.129 -1.535 -0.022 1.39 -1.48 -0.64
O 1.685 -1.664 0.053 0.15 2.52 0.04
Si 0.922 -0.114 0.333 0.50 -2.54 -1.19
C -0.900 -0.333 -0.234 -0.58 -0.65 0.47
C -1.967 0.465 0.658 -1.45 -0.21 -0.31
C -3.251 -0.444 1.056 -0.82 0.03 0.15
C -4.453 -0.307 -0.002 0.92 -0.59 0.20
N -3.913 -0.745 -1.346 -1.10 0.43 0.37
N 1.780 1.159 -0.576 -1.69 1.68 -0.87
C 1.886 0.870 -2.038 0.97 -1.60 -0.57
C 1.278 2.497 -0.280 0.87 1.36 3.44
C 0.257 3.338 -1.156 1.07 0.34 -0.61
O 1.663 3.018 0.801 -1.32 -1.61 -3.21
P 1.085 0.276 2.534 -1.40 1.16 2.27
O -0.042 -0.799 3.294 1.57 -0.06 -2.24
Br 3.166 -0.216 3.292 -0.51 -0.35 -0.46
H 4.847 -2.930 0.106 -1.15 0.05 0.70
H 4.152 -2.579 1.759 -0.69 -0.39 -1.53
H 3.269 -3.752 0.583 0.60 1.31 0.09
H 3.541 -0.554 0.378 -0.66 -1.18 -0.24
H 3.431 -1.575 -1.131 -0.55 0.11 1.45
H -1.131 -1.452 -0.089 0.46 1.54 -0.34
H -1.050 -0.139 -1.355 0.28 -0.22 1.64
H -1.563 0.879 1.634 -0.23 -0.40 -1.36
H -2.404 1.322 0.025 0.86 -0.98 1.11
H -3.686 -0.150 2.074 0.83 -0.20 -1.26
H -2.974 -1.553 1.150 -0.25 1.54 -0.26
H -4.830 0.765 -0.019 0.42 -1.27 0.04
H -5.322 -1.003 0.237 1.12 1.02 0.10
H -3.865 0.080 -1.956 -0.15 -0.76 0.10
H -4.574 -1.435 -1.740 0.68 0.86 0.01
H 1.810 1.774 -2.714 -0.25 -1.08 1.02
H 1.170 0.018 -2.329 0.83 1.44 0.02
H 2.939 0.436 -2.207 -1.52 0.69 0.15
H 0.846 3.709 -2.074 -1.05 -0.58 1.16
H -0.659 2.770 -1.508 1.20 0.53 0.47
H -0.021 4.283 -0.571 0.39 -1.69 -0.68
H -0.119 -1.587 2.709 -0.06 0.35 0.84